No. 1
Density functional theory data (ωB97M-V with the def2-TZVPD basis set) for a 7-piece molecular cluster, C28H56O7 overall.

Calculated values
LUMO = 0.52 eV
SMILES string = C1CCOC1.C1CCOC1.C1CCOC1.C1CCOC1.C1CCOC1.C1CCOC1.C1CCOC1
energy above the lowest of the compared OMol25 structures with the same formula, charge and spin = 21.3 kJ/mol
Kohn-Sham gap = 10.034 eV
energy = -1627.01207 Ha
HOMO level = -9.51 eV

Each atom is followed by the atoms it is bonded to, with distances in Å.
Positions of all 91 atoms, in Å:
1 C 3.707 -3.977 -4.794  C2 1.532, C5 1.548, H6 1.088, H7 1.090
2 C 2.699 -2.875 -4.452  C1 1.532, C3 1.525, H8 1.090, H9 1.091
3 C 3.462 -1.612 -4.838  C2 1.525, O4 1.413, H10 1.089, H11 1.101
4 O 4.819 -1.869 -4.537  C3 1.413, C5 1.425
5 C 5.075 -3.265 -4.658  C1 1.548, O4 1.425, H12 1.091, H13 1.091
6 H 3.543 -4.370 -5.796  C1 1.088
7 H 3.669 -4.807 -4.089  C1 1.090
8 H 2.422 -2.882 -3.398  C2 1.090
9 H 1.790 -2.989 -5.045  C2 1.091
10 H 3.147 -0.708 -4.319  C3 1.089
11 H 3.348 -1.436 -5.918  C3 1.101
12 H 5.560 -3.571 -3.730  C5 1.091
13 H 5.718 -3.469 -5.515  C5 1.091
14 C 1.528 4.138 -0.574  C15 1.518, C18 1.530, H19 1.096, H20 1.088
15 C 1.449 3.130 0.559  C14 1.518, C16 1.517, H21 1.092, H22 1.091
16 C 0.526 3.849 1.524  C15 1.517, O17 1.432, H23 1.090, H24 1.097
17 O 0.832 5.241 1.395  C16 1.432, C18 1.427
18 C 1.504 5.480 0.159  C14 1.530, O17 1.427, H25 1.094, H26 1.090
19 H 0.607 4.045 -1.161  C14 1.096
20 H 2.364 3.977 -1.252  C14 1.088
21 H 2.413 2.952 1.040  C15 1.092
22 H 1.030 2.162 0.279  C15 1.091
23 H 0.670 3.586 2.573  C16 1.090
24 H -0.532 3.704 1.275  C16 1.097
25 H 2.516 5.821 0.391  C18 1.094
26 H 0.954 6.232 -0.407  C18 1.090
27 C -3.704 -1.284 3.953  C28 1.534, C31 1.522, H32 1.092, H33 1.093
28 C -2.254 -1.152 3.470  C27 1.534, C29 1.560, H34 1.085, H35 1.085
29 C -1.497 -1.951 4.576  C28 1.560, O30 1.426, H36 1.095, H37 1.089
30 O -2.426 -2.299 5.600  C29 1.426, C31 1.410
31 C -3.578 -1.499 5.455  C27 1.522, O30 1.410, H38 1.099, H39 1.092
32 H -4.187 -2.170 3.535  C27 1.092
33 H -4.340 -0.448 3.653  C27 1.093
34 H -1.912 -0.122 3.458  C28 1.085
35 H -2.139 -1.675 2.527  C28 1.085
36 H -0.708 -1.334 5.019  C29 1.095
37 H -1.041 -2.857 4.178  C29 1.089
38 H -3.526 -0.566 6.034  C31 1.099
39 H -4.442 -2.042 5.845  C31 1.092
40 C -3.372 2.758 -2.208  C41 1.522, C44 1.505, H45 1.097, H46 1.092
41 C -3.083 3.848 -3.230  C40 1.522, C42 1.522, H47 1.092, H48 1.092
42 C -3.990 3.417 -4.373  C41 1.522, O43 1.426, H49 1.091, H50 1.093
43 O -4.061 1.994 -4.318  C42 1.426, C44 1.428
44 C -3.480 1.545 -3.093  C40 1.505, O43 1.428, H51 1.105, H52 1.092
45 H -4.324 2.956 -1.700  C40 1.097
46 H -2.664 2.680 -1.380  C40 1.092
47 H -2.022 3.857 -3.488  C41 1.092
48 H -3.311 4.849 -2.860  C41 1.092
49 H -3.582 3.735 -5.333  C42 1.091
50 H -5.002 3.809 -4.244  C42 1.093
51 H -2.479 1.150 -3.345  C44 1.105
52 H -3.983 0.673 -2.670  C44 1.092
53 C 5.367 -4.938 1.797  C54 1.539, C57 1.529, H58 1.092, H59 1.088
54 C 4.548 -5.705 0.743  C53 1.539, C55 1.525, H60 1.091, H61 1.089
55 C 3.921 -4.580 -0.075  C54 1.525, O56 1.410, H62 1.091, H63 1.100
56 O 3.674 -3.557 0.864  C55 1.410, C57 1.445
57 C 4.834 -3.507 1.724  C53 1.529, O56 1.445, H64 1.088, H65 1.093
58 H 6.430 -4.973 1.548  C53 1.092
59 H 5.280 -5.364 2.795  C53 1.088
60 H 3.742 -6.261 1.222  C54 1.091
61 H 5.129 -6.396 0.135  C54 1.089
62 H 2.967 -4.867 -0.519  C55 1.091
63 H 4.582 -4.226 -0.880  C55 1.100
64 H 4.451 -3.117 2.665  C57 1.088
65 H 5.548 -2.799 1.298  C57 1.093
66 C -2.680 2.804 3.134  C67 1.525, C70 1.530, H71 1.091, H72 1.090
67 C -3.206 2.109 1.883  C66 1.525, C68 1.534, H73 1.091, H74 1.090
68 C -4.498 2.885 1.598  C67 1.534, O69 1.439, H75 1.089, H76 1.091
69 O -4.916 3.469 2.844  C68 1.439, C70 1.429
70 C -3.984 3.120 3.869  C66 1.530, O69 1.429, H77 1.098, H78 1.087
71 H -2.177 3.745 2.905  C66 1.091
72 H -2.037 2.195 3.769  C66 1.090
73 H -3.433 1.071 2.134  C67 1.091
74 H -2.466 2.134 1.083  C67 1.090
75 H -5.294 2.210 1.286  C68 1.089
76 H -4.291 3.697 0.899  C68 1.091
77 H -4.346 2.212 4.369  C70 1.098
78 H -3.875 3.935 4.581  C70 1.087
79 C -0.260 -0.202 -1.394  C80 1.537, C83 1.526, H84 1.089, H85 1.094
80 C 1.144 -0.795 -1.198  C79 1.537, C81 1.542, H86 1.086, H87 1.089
81 C 1.145 -1.216 0.285  C80 1.542, O82 1.421, H88 1.092, H89 1.094
82 O -0.060 -0.763 0.888  C81 1.421, C83 1.410
83 C -1.012 -0.656 -0.147  C79 1.526, O82 1.410, H90 1.095, H91 1.103
84 H -0.813 -0.494 -2.286  C79 1.089
85 H -0.213 0.891 -1.382  C79 1.094
86 H 1.938 -0.087 -1.410  C80 1.086
87 H 1.231 -1.679 -1.829  C80 1.089
88 H 1.984 -0.767 0.819  C81 1.092
89 H 1.282 -2.297 0.386  C81 1.094
90 H -1.825 0.036 0.099  C83 1.095
91 H -1.524 -1.625 -0.274  C83 1.103

No. 2
Density functional theory data (ωB97M-V with the def2-TZVPD basis set) for a 2-piece molecular cluster, CH4N2O3S overall.

Calculated values
LUMO (alpha / beta) = -2.35 / -2.35 eV
energy above the lowest of the compared OMol25 structures with the same formula, charge and spin = 494.8 kJ/mol
Kohn-Sham gap (alpha / beta) = 7.288 / 7.288 eV
energy = -773.73739 Ha
HOMO level (alpha / beta) = -9.64 / -9.64 eV

Each atom is followed by the atoms it is bonded to, with distances in Å.
Positions of all 11 atoms, in Å:
1 C 0.337 1.106 0.601  N2 1.313, N3 1.341
2 N 1.621 0.901 0.419  C1 1.313, H9 1.005, H10 1.021
3 N -0.472 0.344 -0.149  C1 1.341, S7 1.686, H11 1.020
4 O -2.676 0.500 -1.379  S7 1.430
5 O -2.537 1.547 0.870  S7 1.418
6 O -2.717 -1.845 0.738  H8 0.957
7 S -2.143 0.545 -0.053  N3 1.686, O4 1.430, O5 1.418
8 H -3.605 -1.954 0.400  O6 0.957
9 H 2.276 1.496 0.896  N2 1.005
10 H 2.004 0.211 -0.228  N2 1.021
11 H -0.183 -0.443 -0.730  N3 1.020

No. 3
Density functional theory data (ωB97M-V with the def2-TZVPD basis set) for an isolated molecule of CH3N2OP.

Calculated values
LUMO = 0.34 eV
SMILES string = C1N=NPO1
energy above the lowest of the compared OMol25 structures with the same formula, charge and spin = 192.7 kJ/mol
Kohn-Sham gap = 9.943 eV
energy = -565.94883 Ha
HOMO level = -9.60 eV

Each atom is followed by the atoms it is bonded to, with distances in Å.
Positions of all 8 atoms, in Å:
1 C 0.867 0.016 0.334  N2 1.422, O5 1.431, H6 1.084, H7 1.167
2 N 0.180 1.243 0.125  C1 1.422, N3 1.241
3 N -1.033 1.150 -0.123  N2 1.241, P4 1.754
4 P -1.598 -0.510 -0.123  N3 1.754, O5 1.689, H8 1.376
5 O -0.082 -1.053 0.385  C1 1.431, P4 1.689
6 H 1.652 -0.210 -0.379  C1 1.084
7 H 1.536 -0.129 1.279  C1 1.167
8 H -1.523 -0.506 -1.497  P4 1.376

Question: Number 1 is which compound?
Answer: C28H56O7